A) Computed, not measured: a single C14H18N2O molecule, with ωB97M-V with the def2-TZVPD basis set.

Each line ends with the Mulliken charge.
CARTESIAN COORDINATES (ANGSTROEM)
O  -1.039  0.764  -1.133  -0.7009
C  -0.531  0.259  -0.117  0.4079
N  -1.129  -0.434  0.821  -0.5903
C  -2.507  -0.468  0.753  0.1434
C  -3.151  -1.669  1.170  -0.2331
C  -4.525  -1.738  1.350  -0.5345
C  -5.326  -0.622  1.053  -0.2889
C  -4.749  0.550  0.534  -0.6798
C  -3.365  0.616  0.348  -0.1452
N  0.955  0.263  -0.126  0.3351
C  1.443  1.708  -0.299  -0.5789
C  2.877  1.727  -0.747  -0.9102
C  3.450  0.306  -0.767  0.1490
C  3.259  -0.282  0.633  -0.7904
C  1.773  -0.359  1.023  -0.6297
C  2.674  -0.552  -1.769  -0.8554
C  1.229  -0.623  -1.364  -0.6651
H  -2.518  -2.545  1.377  0.3304
H  -4.993  -2.660  1.725  0.3241
H  -6.394  -0.647  1.211  0.3506
H  -5.348  1.425  0.268  0.3183
H  -2.897  1.495  -0.093  0.3408
H  1.302  2.123  0.700  0.4347
H  0.767  2.201  -0.998  0.3762
H  2.917  2.184  -1.744  0.3519
H  3.458  2.361  -0.063  0.3734
H  4.509  0.331  -1.047  0.3165
H  3.801  0.336  1.364  0.3758
H  3.719  -1.278  0.682  0.3869
H  1.565  0.218  1.921  0.4108
H  1.444  -1.387  1.199  0.3461
H  2.713  -0.108  -2.772  0.3792
H  3.085  -1.572  -1.830  0.3423
H  0.929  -1.644  -1.064  0.4123
H  0.604  -0.281  -2.198  0.3966

Calculated values
- E_HOMO: -0.260 Eh
- Orbital gap: 7.47 eV
- SMILES: [O-]/C(=N\c1ccccc1)[N+]12CCC(CC1)CC2
- LUMO: 0.01472 hartree
- Net charge: 0

B) Computed, not measured: a single C14H18N2O molecule, with ωB97M-V with the def2-TZVPD basis set.

Each line ends with the Mulliken charge.
CARTESIAN COORDINATES (ANGSTROEM)
C  -3.332  -1.731  -0.953  -2.3875
C  -2.726  -0.790  -0.358  1.9556
C  -3.048  -0.904  1.151  -1.8702
C  -3.402  0.649  -0.558  -0.9276
C  -2.783  1.782  0.271  0.3187
O  -3.348  2.935  0.255  -0.7004
C  -1.344  1.786  0.292  -0.9178
C  -0.546  0.589  0.109  1.1501
N  0.688  0.779  0.389  -0.4040
C  1.657  -0.712  0.006  -0.5163
C  3.079  0.037  0.072  0.7151
C  4.183  -0.542  0.699  -0.3266
C  5.333  -0.217  0.722  -0.4366
C  5.626  0.750  -0.154  -0.4803
N  4.556  1.459  -0.777  -0.5112
C  3.390  1.006  -0.913  -0.4034
C  -1.155  -0.556  -0.481  -0.5985
H  -4.300  -1.787  -0.860  0.6272
H  -3.066  -1.471  -2.128  0.3018
H  -2.895  -2.728  -0.802  0.3712
H  -2.576  -1.803  1.594  0.4364
H  -2.588  -0.233  1.872  0.4343
H  -4.119  -0.954  1.476  0.3608
H  -4.386  0.724  -0.342  0.4658
H  -3.192  1.006  -1.733  0.2369
H  -0.878  2.577  0.946  0.1734
H  1.052  1.485  0.710  0.0509
H  1.487  -1.240  1.084  0.3310
H  1.362  -0.830  -1.075  0.3890
H  3.835  -1.438  1.532  0.0226
H  6.137  -0.612  1.102  0.5794
H  6.460  1.427  -0.181  0.3856
H  2.640  1.641  -1.320  0.4825
H  -0.774  -1.668  -0.063  0.2729
H  -1.026  -0.416  -1.584  0.4191

Calculated values
- E_HOMO: -0.276 Eh
- Orbital gap: 7.55 eV
- SMILES: CC1(C)CC(=O)C=C(NCc2cccnc2)C1
- LUMO: 0.00114 hartree
- Net charge: 0

The structure with the most favorable energy is A); the runner-up is 998.9 kJ/mol above it.

A) Computed, not measured: a single C5H7N3O2 molecule, with ωB97M-V with the def2-TZVPD basis set.

Each line ends with the Mulliken charge.
CARTESIAN COORDINATES (ANGSTROEM)
C  0.356  -1.691  0.072  -1.5011
C  0.596  -0.151  0.158  1.5654
C  2.109  0.176  0.298  -1.4755
N  -0.055  0.388  1.405  -0.1858
O  -0.013  -0.380  2.347  -0.3217
N  0.318  0.436  -1.076  -0.3377
N  -0.748  0.984  -1.434  -0.4278
C  -1.889  1.061  -0.736  -0.1758
C  -3.015  1.579  -1.053  0.6269
O  -4.118  1.974  -1.131  -0.3705
H  1.278  -2.181  0.353  0.2863
H  0.186  -1.959  -0.963  0.4263
H  -0.534  -1.850  0.577  0.4397
H  2.224  1.242  0.808  0.3318
H  2.426  0.384  -0.688  0.4258
H  2.683  -0.607  0.808  0.3314
H  -1.802  0.595  0.256  0.3623

Calculated values
- E_HOMO (alpha / beta): -0.334 / -0.334 Eh
- Orbital gap (alpha / beta): 8.35 / 8.35 eV
- SMILES: CC(C)(N=O)/N=N\C=C=O
- LUMO (alpha / beta): -0.02701 / -0.02702 hartree
- Net charge: 0

B) Computed, not measured: 2 unconnected molecules or ions with the total composition C5H7N3O2, with ωB97M-V with the def2-TZVPD basis set.

Each line ends with the Mulliken charge.
CARTESIAN COORDINATES (ANGSTROEM)
C  0.571  -1.557  2.618  0.2642
C  -1.377  0.734  -2.698  0.0449
C  0.996  0.871  1.995  -0.7896
C  1.383  -1.312  1.496  -0.0285
C  -1.350  -0.264  -1.667  -0.3625
N  0.088  -1.966  3.624  -0.4459
N  -2.045  0.661  -3.744  -0.5952
N  -0.414  -0.356  -0.761  -0.0107
O  0.429  0.535  -0.498  -0.2719
O  1.616  -0.098  1.093  -0.2939
H  -0.559  1.398  -2.593  0.3853
H  -0.009  0.520  2.321  0.3459
H  1.249  1.803  1.383  0.2428
H  1.585  0.854  2.861  0.4457
H  1.750  -2.133  0.811  0.3627
H  -1.982  -1.041  -1.713  0.4420
H  -1.930  1.352  -4.527  0.2647

Calculated values
- E_HOMO (alpha / beta): -0.298 / -0.357 Eh
- Orbital gap (alpha / beta): 6.91 / 9.21 eV
- LUMO (alpha / beta): -0.04428 / -0.01896 hartree
- Net charge: 0

The structure with the most favorable energy is A); the runner-up is 95.4 kJ/mol above it.

A) Computed, not measured: a molecular structure, C23H15N4O13S2W, with ωB97M-V with the def2-TZVPD basis set.

Each line ends with the Mulliken charge.
CARTESIAN COORDINATES (ANGSTROEM)
W  -0.942  0.365  -0.686  2.0952
C  6.854  1.497  -1.323  -1.4973
C  5.508  1.045  -0.843  0.9059
C  5.348  -0.222  -0.278  -0.8647
C  4.111  -0.661  0.148  -0.6284
C  3.014  0.186  -0.007  0.4450
C  3.140  1.457  -0.560  -0.3093
C  4.392  1.874  -0.967  -1.1091
S  1.481  -0.413  0.515  1.8217
O  1.636  -1.379  1.540  -0.6378
O  0.678  -0.890  -0.706  -0.6328
N  0.486  0.830  0.769  0.3889
C  0.089  1.350  2.004  0.6797
C  0.777  1.415  3.183  -0.6158
C  0.172  2.054  4.289  -0.9087
C  -1.071  2.618  4.203  -0.9305
C  -1.795  2.551  2.987  0.6126
C  -3.082  3.085  2.776  -0.5377
C  -3.681  2.957  1.548  -1.0430
C  -3.024  2.283  0.519  0.1042
N  -1.817  1.750  0.693  0.0237
C  -1.198  1.894  1.907  -0.0179
H  7.651  1.089  -0.704  0.4003
H  6.931  2.583  -1.327  0.3807
H  7.018  1.148  -2.345  0.3102
H  6.208  -0.869  -0.163  0.4165
H  3.996  -1.637  0.600  0.5005
H  2.284  2.109  -0.665  0.4630
H  4.506  2.864  -1.389  0.4167
H  1.767  0.990  3.275  0.5197
H  0.718  2.100  5.221  0.4238
H  -1.515  3.112  5.056  0.4548
H  -3.590  3.597  3.584  0.4935
H  -4.663  3.363  1.352  0.4391
H  -3.476  2.171  -0.456  0.5814
O  -3.164  -1.473  2.091  -0.5274
C  -2.563  -1.555  1.067  -0.2925
O  -1.441  -0.824  0.818  -0.1892
C  -2.830  -2.483  -0.073  1.1717
C  -3.098  -3.836  0.050  -0.6780
C  -3.018  -4.616  -1.089  -0.3458
C  -2.596  -4.127  -2.313  -0.4426
C  -2.320  -2.778  -2.409  -0.1250
C  -2.537  -1.953  -1.318  0.1571
O  -2.393  -0.606  -1.406  -0.7380
N  -1.631  -2.250  -3.596  0.9898
O  -0.803  -1.376  -3.385  -0.5293
O  -1.886  -2.743  -4.662  -0.5600
N  -3.314  -6.063  -0.978  1.0344
O  -3.645  -6.470  0.112  -0.5916
O  -3.189  -6.726  -1.983  -0.5975
H  -3.333  -4.284  1.005  0.5881
H  -2.458  -4.789  -3.157  0.6094
O  -1.773  1.714  -1.839  -0.4904
S  -0.499  2.270  -2.624  1.0770
O  -0.665  2.066  -4.008  -0.5285
O  0.370  1.115  -1.985  -0.5561
O  -0.126  3.520  -2.070  -0.5793

Calculated values
- E_HOMO: -0.458 Eh
- Orbital gap: 6.62 eV
- LUMO: -0.21495 hartree
- Net charge: +1

B) Computed, not measured: a molecular structure, C23H15N4O13S2W, with ωB97M-V with the def2-TZVPD basis set.

Each line ends with the Mulliken charge.
CARTESIAN COORDINATES (ANGSTROEM)
W  -0.074  0.298  -0.196  2.0607
C  -4.781  5.369  3.610  -1.4950
C  -3.900  4.199  3.291  0.9060
C  -3.045  3.672  4.261  -0.8581
C  -2.211  2.610  3.976  -0.6383
C  -2.233  2.078  2.688  0.4624
C  -3.077  2.575  1.698  -0.3232
C  -3.908  3.631  2.016  -1.1024
S  -1.158  0.769  2.354  1.8380
O  -0.854  0.044  3.534  -0.6380
O  0.068  1.297  1.592  -0.6479
N  -1.696  -0.044  1.072  0.4037
C  -2.341  -1.286  1.078  0.7225
C  -3.176  -1.829  2.012  -0.6051
C  -3.759  -3.091  1.752  -0.9103
C  -3.518  -3.766  0.588  -0.9396
C  -2.650  -3.215  -0.385  0.6160
C  -2.319  -3.818  -1.616  -0.5359
C  -1.464  -3.182  -2.479  -1.0437
C  -0.910  -1.950  -2.130  0.1205
N  -1.188  -1.365  -0.969  0.0037
C  -2.060  -1.979  -0.106  -0.0397
H  -5.110  5.344  4.648  0.3991
H  -5.656  5.396  2.964  0.3816
H  -4.229  6.300  3.462  0.3107
H  -3.040  4.096  5.257  0.4156
H  -1.562  2.194  4.734  0.5021
H  -3.089  2.145  0.707  0.4534
H  -4.576  4.022  1.261  0.4168
H  -3.394  -1.309  2.935  0.5201
H  -4.417  -3.520  2.495  0.4249
H  -3.979  -4.727  0.400  0.4531
H  -2.745  -4.780  -1.873  0.4935
H  -1.197  -3.615  -3.432  0.4375
H  -0.236  -1.431  -2.796  0.5797
O  1.544  -3.197  0.894  -0.5290
C  1.646  -2.012  0.835  -0.2964
O  0.570  -1.186  0.950  -0.1729
C  2.907  -1.217  0.742  1.2197
C  4.047  -1.465  1.488  -0.6898
C  5.031  -0.493  1.500  -0.3388
C  4.887  0.735  0.876  -0.4429
C  3.736  0.964  0.151  -0.1413
C  2.797  -0.044  0.013  0.1666
O  1.702  0.088  -0.777  -0.7586
N  3.434  2.319  -0.331  0.9833
O  2.262  2.652  -0.279  -0.5430
O  4.357  3.011  -0.677  -0.5633
N  6.263  -0.741  2.282  1.0372
O  6.352  -1.813  2.835  -0.5919
O  7.088  0.144  2.298  -0.5973
H  4.164  -2.372  2.064  0.5894
H  5.643  1.501  0.977  0.6107
O  -0.267  0.700  -2.107  -0.4855
S  -1.061  2.082  -2.044  1.0748
O  -0.313  3.103  -2.665  -0.5275
O  -0.859  2.103  -0.475  -0.5677
O  -2.422  1.845  -2.349  -0.5799

Calculated values
- E_HOMO: -0.459 Eh
- Orbital gap: 6.66 eV
- LUMO: -0.21432 hartree
- Net charge: +1

The structure with the most favorable energy is B); the runner-up is 7.1 kJ/mol above it.

A) Computed, not measured: a molecular structure, C10H16FNOSi, with ωB97M-V with the def2-TZVPD basis set.

Each line ends with the Mulliken charge.
CARTESIAN COORDINATES (ANGSTROEM)
C  -2.194  1.201  -0.675  -0.1203
C  -1.812  0.686  1.754  -1.1253
C  -3.093  -1.128  0.878  -0.6339
C  -1.096  -1.649  1.425  -0.5891
C  -2.163  -0.792  2.081  -0.1545
C  -1.314  0.506  0.198  1.0098
C  -1.727  -1.178  0.124  0.2150
C  2.148  -1.333  -0.174  -1.0716
C  2.388  1.701  -0.515  -1.2826
C  0.889  0.140  -2.682  -1.0661
N  -2.807  1.771  -1.482  -0.5921
O  0.048  0.779  0.102  -0.3650
F  -1.536  -1.713  -1.122  -0.3970
Si  1.323  0.286  -0.834  0.6361
H  -2.734  1.239  1.883  0.4251
H  -0.908  0.982  2.331  0.3330
H  -3.543  -2.126  1.109  0.3155
H  -3.815  -0.440  0.535  0.3723
H  -0.159  -1.206  1.759  0.3237
H  -1.178  -2.727  1.583  0.3219
H  -2.565  -1.131  3.081  0.4291
H  1.379  -1.884  0.513  0.2041
H  2.499  -1.850  -1.133  0.3010
H  3.039  -1.215  0.417  0.4080
H  3.374  1.521  -0.651  0.4472
H  2.219  2.618  -1.052  0.3694
H  2.151  1.960  0.482  0.3065
H  0.260  1.012  -2.705  0.2825
H  1.889  0.308  -3.167  0.3478
H  0.349  -0.702  -3.014  0.3493

Calculated values
- E_HOMO: -0.367 Eh
- Orbital gap: 10.72 eV
- LUMO: 0.02649 hartree
- Net charge: 0

B) Computed, not measured: a single C10H16FNOSi molecule, with ωB97M-V with the def2-TZVPD basis set.

Each line ends with the Mulliken charge.
CARTESIAN COORDINATES (ANGSTROEM)
C  -0.669  1.765  -1.609  -1.1968
Si  -1.624  0.651  -0.400  0.3779
C  -2.357  1.669  1.061  -1.1207
C  -2.968  -0.435  -1.005  -1.2261
O  -0.411  -0.100  0.373  -0.2733
C  0.043  -1.339  0.112  0.8922
C  -0.940  -2.329  0.378  -0.2677
N  -1.641  -3.162  0.769  -0.5469
C  1.262  -1.689  0.994  -1.4147
C  2.562  -1.026  0.559  0.6438
C  2.730  -0.428  -0.895  -1.0466
C  3.054  0.764  -0.349  0.5743
F  3.273  1.937  -0.959  -0.3196
C  2.810  0.459  1.119  -0.9590
H  -1.090  2.694  -1.599  0.4783
H  0.428  1.830  -1.520  0.2272
H  -0.978  1.458  -2.602  0.3457
H  -2.495  0.891  1.884  0.2597
H  -1.735  2.360  1.450  0.3995
H  -3.399  2.143  0.975  0.3246
H  -2.615  -1.372  -1.501  0.3579
H  -3.527  -0.918  -0.154  0.3289
H  -3.677  0.100  -1.518  0.4985
H  0.137  -1.394  -0.954  0.3344
H  1.343  -2.726  1.136  0.6288
H  1.150  -1.255  1.978  0.2706
H  3.378  -1.724  0.908  0.5210
H  2.399  -0.567  -1.954  0.3831
H  1.966  1.034  1.450  0.1698
H  3.590  0.709  1.871  0.3551

Calculated values
- E_HOMO: -0.348 Eh
- Orbital gap: 10.18 eV
- SMILES: C[Si](C)(C)O[C@H](C#N)C[C@H]1C=C(F)C1
- LUMO: 0.02633 hartree
- Net charge: 0

The structure with the most favorable energy is A); the runner-up is 86.7 kJ/mol above it.